(1)
Density functional theory data (the ωB97M-V functional and the def2-TZVPD basis) for C6H15F6Li3N3O16PS6 as an isolated structure.

XYZ file:
```
56
Properties=species:S:1:pos:R:3
Li -17.3236 5.1188 5.6857
Li -16.7052 2.4857 5.3011
Li -17.1091 8.0036 6.3895
N -18.9596 8.5730 5.9805
S -19.9233 7.2515 5.6527
O -19.1578 6.0584 5.4214
O -21.1733 7.4841 5.0479
F -20.4301 7.0800 7.1458
S -19.2660 9.5796 4.7677
O -20.1666 10.6138 5.0488
O -19.3081 8.9725 3.4801
F -17.8272 10.2640 4.7526
N -17.2553 3.4586 6.8941
S -18.8055 3.1176 7.5027
O -19.3973 4.2344 8.1142
O -18.9916 1.8245 8.0306
F -19.4364 3.0413 6.0502
S -16.4405 3.5717 8.3109
O -16.5434 2.4461 9.1478
O -16.4712 4.8777 8.8628
F -15.0033 3.3702 7.6536
N -16.1785 6.6421 5.2836
S -14.5486 6.5981 5.8074
O -13.9859 7.8698 6.0755
O -13.8245 5.5210 5.2540
F -14.9357 6.1606 7.2849
S -15.8256 7.3222 3.8546
O -15.0230 6.5926 2.9287
O -15.6653 8.7241 3.9723
F -17.2425 7.1312 3.2089
C -14.5229 3.7885 1.0690
C -15.2869 3.1157 2.1671
O -16.6779 2.8928 1.8305
P -17.8219 3.6365 2.5828
O -17.5668 3.8688 4.0328
O -17.9987 5.0109 1.8993
C -18.3776 5.1285 0.4845
C -18.8380 6.5647 0.3583
O -19.0758 2.7728 2.2919
C -20.2555 2.8082 3.1324
C -21.4677 2.4433 2.3154
H -13.4710 3.8154 1.3557
H -14.5820 3.1925 0.1575
H -14.8656 4.8043 0.8855
H -14.8286 2.1667 2.4703
H -15.2261 3.6306 3.1352
H -17.5416 4.9109 -0.1758
H -19.1824 4.4029 0.3823
H -19.2968 6.7694 -0.6075
H -19.5843 6.7728 1.1249
H -17.9882 7.2249 0.5215
H -20.1461 2.1539 3.9916
H -20.3916 3.8329 3.4875
H -21.3532 1.4484 1.8678
H -22.3631 2.3957 2.9281
H -21.5549 3.0761 1.4316
```

Energy: -134921.493 eV
Charge: 0
HOMO-LUMO gap: 9.3683 eV
Energy relative to the best compared isomer or geometry (same formula, charge and spin): 0.000 eV
E_HOMO: -10.649 eV



(2)
Density functional theory data (the ωB97M-V functional and the def2-TZVPD basis) for C31H21F6N7O4S2Yb as an isolated structure.

XYZ file:
```
72
Properties=species:S:1:pos:R:3
Yb 0.0210 0.7015 -0.3086
C -1.4188 -3.4472 3.6668
C -0.4502 -3.8679 2.7934
C -0.1755 -3.2227 1.6142
C -0.9723 -2.1870 1.2140
C -1.9322 -1.7065 2.1026
C -2.1613 -2.3409 3.3208
N -0.7787 -1.4458 -0.0641
C -1.4850 -1.8604 -1.1086
C -2.3618 -2.9629 -1.0946
C -3.1265 -3.3531 -2.1494
C -2.9731 -2.8311 -3.4220
C -1.9455 -1.8816 -3.5641
C -1.2775 -1.3877 -2.4526
N -0.4202 -0.2957 -2.4589
N -0.1608 0.2337 -3.5384
C 0.5359 1.4087 -3.4490
C 0.7659 2.1275 -4.6277
C 1.6036 3.2615 -4.5523
C 2.3296 3.5596 -3.4199
C 1.9165 2.7903 -2.3017
N 1.1260 1.7397 -2.3549
H -1.6051 -3.9206 4.6166
H 0.1788 -4.7098 2.9867
H 0.5794 -3.7072 0.9602
H -2.5727 -0.8797 1.8168
H -2.9674 -1.9387 3.9832
H -2.5462 -3.4815 -0.1083
H -3.9878 -4.0179 -2.1119
H -3.8276 -2.9696 -4.1768
H -1.7798 -1.4840 -4.5449
H 0.2937 1.6873 -5.5286
H 1.7526 3.7756 -5.5194
H 3.0909 4.2554 -3.3429
H 2.4918 2.9755 -1.3737
F -0.4825 6.5119 0.8544
C -0.3856 5.3031 1.3151
F -1.4448 4.8943 1.9949
F 0.6758 5.2337 2.1216
S -0.2078 4.1560 -0.1457
O 0.3695 2.9087 0.3983
O 0.5247 4.7824 -1.1806
N -1.7303 3.9903 -0.5648
S -2.6089 2.7444 -0.9699
O -2.8911 2.6215 -2.3672
O -2.1601 1.5034 -0.3140
C -4.1791 3.1746 -0.1262
F -5.0532 2.2274 -0.3636
F -4.5917 4.2908 -0.6380
F -3.9521 3.1991 1.1784
C 3.3331 -2.3162 -1.4657
C 2.5672 -1.1405 -1.4974
N 2.1641 -0.5206 -0.4255
C 2.5331 -1.0008 0.8154
C 3.3172 -2.1568 0.9539
C 3.6956 -2.7760 -0.2512
C 3.7308 -2.6149 2.2221
C 3.3793 -1.8989 3.3298
C 2.3991 -0.8866 3.2180
C 1.7834 -0.4059 4.3701
C 0.6175 0.3336 4.2759
C 0.2042 0.7418 3.0046
N 0.8499 0.2944 1.8715
C 1.8795 -0.5072 1.9852
H 3.4791 -2.8303 -2.3582
H 2.2721 -0.6721 -2.4452
H 4.2438 -3.7021 -0.1975
H 4.4478 -3.4304 2.3506
H 3.7313 -2.2169 4.2872
H 2.2129 -0.6353 5.3082
H 0.1732 0.7795 5.1479
H -0.6561 1.4039 2.8053
```

Energy: -120610.053 eV
Charge: +1
HOMO-LUMO gap (spin up / spin down): 6.0740 / 6.0627 eV
2S+1: 2
E_HOMO (spin up / spin down): -9.776 / -9.774 eV



(3)
Density functional theory data (the ωB97M-V functional and the def2-TZVPD basis) for C32H26BrN4O6W as an isolated structure.

XYZ file:
```
70
Properties=species:S:1:pos:R:3
W -0.1748 0.3224 -0.5658
O 4.7297 -3.6336 -1.4361
C 3.6117 -2.9510 -1.3305
C 2.3582 -3.5026 -1.0250
C 1.2640 -2.6792 -0.9528
N 1.3417 -1.3503 -1.1655
C 2.5487 -0.8662 -1.4305
Br 2.4747 1.0218 -1.6189
C 3.7077 -1.5627 -1.5368
H 4.6324 -4.5840 -1.2699
H 2.2447 -4.5631 -0.8376
H 0.2850 -3.0777 -0.7190
H 4.6619 -1.1007 -1.7511
C -5.0882 0.2154 -5.2000
C -5.0076 1.6837 -4.8595
C -5.7459 2.6290 -5.5605
C -5.6719 3.9800 -5.2541
C -4.8345 4.4202 -4.2374
C -4.0863 3.5053 -3.5178
C -4.1909 2.1506 -3.8286
N -3.3866 1.1494 -3.1694
C -2.7703 1.2002 -2.0170
N -3.1261 2.0373 -1.0566
C -2.3637 2.4113 0.0596
C -0.9789 2.0666 0.2206
C -0.3053 2.6620 1.3362
C -0.9568 3.4652 2.2290
C -2.3260 3.6868 2.0746
C -3.0503 3.1624 1.0044
C -4.5328 3.4181 0.8790
N -1.7115 0.3761 -1.7502
C -1.0412 -0.3761 -2.7820
C -1.2868 -1.7627 -2.8559
C -0.6876 -2.4955 -3.8468
C 0.1542 -1.8479 -4.7603
C 0.3738 -0.4757 -4.7020
C -0.2294 0.3067 -3.7287
C -0.0961 1.8030 -3.7648
H -5.7878 0.0518 -6.0161
H -5.4350 -0.3837 -4.3529
H -4.1229 -0.1839 -5.5393
H -6.3929 2.2964 -6.3636
H -6.2617 4.6925 -5.8158
H -4.7542 5.4758 -4.0133
H -3.4051 3.8649 -2.7570
H -3.2529 0.3015 -3.7094
H -4.0129 2.5131 -1.1785
H 0.7521 2.5006 1.4672
H -0.4204 3.9067 3.0591
H -2.8504 4.2969 2.8022
H -4.9252 3.8274 1.8065
H -5.0904 2.5020 0.6703
H -4.7541 4.1511 0.0945
H -1.9588 -2.2222 -2.1397
H -0.8752 -3.5584 -3.9302
H 0.6272 -2.4239 -5.5472
H 1.0009 0.0000 -5.4472
H 0.8381 2.0949 -4.2398
H -0.1388 2.2801 -2.7897
H -0.9080 2.2336 -4.3593
O -0.1090 -1.1683 5.3700
C -0.0023 -1.0570 4.2001
C 1.1088 -0.2562 3.4405
O 2.0780 0.2721 3.8780
C 0.6139 -0.2799 2.0338
C -0.5147 -0.9802 1.8688
O -1.0450 -0.9016 0.6234
C -0.9999 -1.6250 3.1288
O -1.9071 -2.3717 3.2893
O 1.0046 0.3435 0.9087
```

Energy: -123691.478 eV
Charge: +3
HOMO-LUMO gap: 4.8250 eV
E_HOMO: -16.561 eV



(4)
Density functional theory data (the ωB97M-V functional and the def2-TZVPD basis) for C12H11LuNO4 as an isolated structure.

XYZ file:
```
29
Properties=species:S:1:pos:R:3
Lu 0.2792 -0.0129 -1.7397
O 3.0909 -1.0413 -1.1311
C 2.0343 -0.6538 -1.3814
C -1.5058 0.6282 -1.8869
O -2.5902 1.0160 -1.9421
C -0.3545 -1.8061 -1.8484
O -0.7412 -2.8915 -1.8914
C 0.9195 1.7799 -1.6755
O 1.3041 2.8652 -1.6138
C 1.2347 -0.2511 -3.8416
H 2.0786 0.4286 -3.8843
H 1.4630 -1.3036 -3.9682
C -0.0533 0.2155 -4.0254
H -0.8523 -0.4648 -4.2987
H -0.2369 1.2674 -4.2148
N -0.1814 0.0398 0.4052
C -0.4681 0.1057 1.8141
C -1.1129 -0.9722 2.4730
C -1.1923 -1.0105 3.8527
C -0.6573 0.0286 4.6124
C -0.0547 1.1240 3.9905
C 0.0353 1.1744 2.6059
H -0.2771 -0.9740 0.3908
H 0.7238 0.5016 0.5566
H -1.4871 -1.8226 1.9101
H -1.6394 -1.8734 4.3233
H -0.6978 -0.0248 5.6873
H 0.3791 1.9204 4.5778
H 0.5598 2.0074 2.1434
```

Energy: -55877.951 eV
Charge: +3
HOMO-LUMO gap (spin up / spin down): 3.4475 / 3.4675 eV
Energy relative to the best compared isomer or geometry (same formula, charge and spin): 12.806 eV
E_HOMO (spin up / spin down): -19.236 / -19.259 eV



(5)
Density functional theory data (the ωB97M-V functional and the def2-TZVPD basis) for C6H10FO5PPd as an isolated structure.

XYZ file:
```
24
Properties=species:S:1:pos:R:3
O 3.1339 1.3671 0.4429
P 3.0427 -0.0750 -0.2339
C 1.6034 -0.2659 -1.4775
O 1.7412 -1.2430 -2.4084
O 0.3574 0.5011 -1.5041
C -0.7536 -0.1546 -0.8073
C -1.7505 1.0964 -0.3180
C -1.2158 1.8439 1.0527
O 0.0451 2.6045 0.7626
C -0.3520 -1.1856 0.3893
C -1.5857 -1.7549 1.3003
O -1.2973 -2.8301 2.0862
F -2.9835 -1.2843 1.3350
H 4.3034 -0.2797 -0.9303
H 2.8925 -1.1537 0.7408
H -1.3765 -0.7665 -1.6189
H -1.7118 1.8843 -1.2119
H -2.8805 0.7554 -0.2429
H -2.0251 2.6841 1.2974
H -1.0811 1.1207 1.9682
H -0.0634 2.9283 -0.1874
H 0.4158 -0.6394 1.1206
H 0.2246 -2.1572 0.0029
Pd 1.3165 -2.9960 -1.5585
```

Energy: -32076.380 eV
Charge: +2
HOMO-LUMO gap: 2.9620 eV
Energy relative to the best compared isomer or geometry (same formula, charge and spin): 5.129 eV
E_HOMO: -17.390 eV



(6)
Density functional theory data (the ωB97M-V functional and the def2-TZVPD basis) for an isolated ion of composition C4H8NO and charge +1.

XYZ file:
```
14
Properties=species:S:1:pos:R:3
C 0.2647 -0.7930 -1.2035
C -0.6488 -0.6134 0.8688
C 0.0482 1.6524 -0.6013
C 0.1455 0.4741 1.3859
N 0.2506 -1.2332 -0.0025
O 0.5828 1.3486 0.5588
H -0.5988 -0.4462 -1.6352
H 1.0472 -1.0832 -1.9878
H -0.8754 -1.2874 1.6170
H -1.6645 -0.3615 0.3389
H 0.4040 2.4836 -1.0828
H -0.9083 1.1984 -0.9479
H 0.8668 0.1322 2.1563
H 1.0860 -1.4712 0.5354
```

Energy: -7803.614 eV
Charge: +1
HOMO-LUMO gap (spin up / spin down): 8.5289 / 8.5307 eV
Energy relative to the best compared isomer or geometry (same formula, charge and spin): 4.489 eV
E_HOMO (spin up / spin down): -13.198 / -13.196 eV